[1]
DFT (wB97M-V/def2-TZVPD) results for a single C2H4ClF molecule.

CARTESIAN COORDINATES (ANGSTROEM)
1 C 0.458 0.611 -0.218
2 C -0.303 -0.553 0.304
3 F 0.182 -1.723 -0.271
4 Cl -2.038 -0.370 -0.154
5 H 1.498 0.621 0.172
6 H 0.005 1.565 0.121
7 H 0.450 0.551 -1.342
8 H -0.251 -0.704 1.387

Summary:
DFT total energy in eV: -17378.8447
Net charge: 0
HOMO-LUMO gap in Ha: 0.448
SMILES string: C[C@H](F)Cl

natural (NBO) atomic charge list, values in e, 5 entries: C -0.668; C 0.218; F -0.353; Cl -0.079; H 0.227



[2]
DFT (wB97M-V/def2-TZVPD) results for a gas-phase ion, C21H39N2O3 (charge +1).

CARTESIAN COORDINATES (ANGSTROEM)
1 C 7.311 -0.599 -2.789
2 C 7.164 -0.716 -1.277
3 C 6.213 0.339 -0.716
4 C 6.060 0.215 0.799
5 C 5.243 1.343 1.430
6 C 3.808 1.466 0.917
7 C 2.975 0.214 1.203
8 C 1.582 0.348 0.682
9 O 1.225 0.956 -0.294
10 O 0.691 -0.327 1.454
11 C -0.658 -0.320 1.004
12 C -1.370 -1.539 1.629
13 N -1.951 -2.408 0.637
14 C -1.529 -3.785 0.451
15 C -2.249 -4.208 -0.835
16 C -3.448 -3.260 -0.911
17 C -3.016 -2.071 -0.098
18 O -3.536 -0.956 -0.091
19 C -1.318 1.026 1.367
20 N -2.396 1.392 0.425
21 C -3.398 2.255 1.100
22 C -4.424 2.892 0.162
23 C -4.898 1.990 -0.980
24 C -4.010 2.111 -2.218
25 C -2.633 1.475 -2.054
26 C -1.857 1.969 -0.838
27 H 7.993 -1.357 -3.166
28 H 6.349 -0.728 -3.280
29 H 7.704 0.379 -3.058
30 H 6.790 -1.711 -1.024
31 H 8.143 -0.604 -0.808
32 H 5.241 0.231 -1.203
33 H 6.597 1.333 -0.957
34 H 7.054 0.231 1.251
35 H 5.618 -0.754 1.043
36 H 5.220 1.196 2.512
37 H 5.749 2.290 1.237
38 H 3.805 1.657 -0.155
39 H 3.337 2.323 1.404
40 H 2.938 -0.013 2.269
41 H 3.423 -0.642 0.692
42 H -0.643 -0.427 -0.091
43 H -2.154 -1.205 2.317
44 H -0.633 -2.107 2.197
45 H -1.841 -4.388 1.310
46 H -0.442 -3.839 0.363
47 H -1.599 -4.057 -1.697
48 H -2.544 -5.253 -0.810
49 H -4.336 -3.686 -0.438
50 H -3.721 -2.974 -1.925
51 H -1.721 0.965 2.380
52 H -0.558 1.812 1.354
53 H -2.900 0.485 0.171
54 H -3.917 1.624 1.825
55 H -2.868 3.043 1.641
56 H -5.275 3.171 0.784
57 H -4.030 3.817 -0.261
58 H -5.905 2.300 -1.261
59 H -4.958 0.951 -0.656
60 H -4.508 1.629 -3.059
61 H -3.896 3.167 -2.472
62 H -2.039 1.691 -2.943
63 H -2.743 0.391 -1.990
64 H -1.888 3.057 -0.770
65 H -0.811 1.673 -0.936

Summary:
DFT total energy in eV: -31528.8713
Net charge: +1
HOMO-LUMO gap in Ha: 0.400
SMILES string: CCCCCCCC(=O)O[C@@H](CN1CCCC1=O)C[NH+]1CCCCCC1

natural (NBO) atomic charge list, values in e, 5 entries: C -0.600; C -0.387; C -0.397; C -0.395; C -0.389



[3]
DFT (wB97M-V/def2-TZVPD) results for a molecular structure, C23H52As3Cl2MnN3O.

CARTESIAN COORDINATES (ANGSTROEM)
1 Mn -0.599 0.413 0.021
2 C -0.266 -3.175 -0.308
3 As 0.253 -1.711 0.836
4 C -0.361 -2.314 2.568
5 C 2.188 -2.015 0.899
6 C 3.058 -0.913 1.524
7 C 2.394 -0.335 2.788
8 C 3.300 0.200 0.502
9 As 1.760 1.165 -0.275
10 C 2.188 2.950 0.318
11 C 2.320 1.113 -2.123
12 C 4.421 -1.463 2.045
13 As 5.651 -2.546 0.991
14 C 6.142 -1.826 -0.714
15 C 5.040 -4.345 0.761
16 H 0.227 -4.074 0.054
17 H 0.022 -2.994 -1.340
18 H -1.343 -3.320 -0.250
19 H 0.314 -3.101 2.892
20 H -1.357 -2.734 2.461
21 H -0.365 -1.517 3.306
22 H 2.494 -2.212 -0.130
23 H 2.276 -2.948 1.457
24 H 1.468 0.186 2.538
25 H 3.048 0.386 3.281
26 H 2.163 -1.116 3.513
27 H 3.854 -0.180 -0.356
28 H 3.902 0.983 0.964
29 H 3.218 3.142 0.030
30 H 2.089 3.015 1.400
31 H 1.525 3.663 -0.160
32 H 3.329 1.514 -2.180
33 H 1.666 1.713 -2.748
34 H 2.313 0.084 -2.479
35 H 4.254 -2.091 2.923
36 H 5.037 -0.626 2.377
37 H 6.400 -0.774 -0.626
38 H 5.310 -1.986 -1.402
39 H 7.010 -2.380 -1.068
40 H 4.589 -4.710 1.680
41 H 5.897 -4.969 0.511
42 H 4.335 -4.357 -0.072
43 Cl -0.805 1.619 1.931
44 C -2.488 2.160 2.494
45 Cl -3.733 1.907 1.319
46 H -2.366 3.217 2.702
47 H -2.698 1.586 3.386
48 C -5.775 -1.592 1.095
49 C -4.584 -1.805 2.006
50 N -3.378 -1.237 1.343
51 C -3.303 -0.995 0.046
52 N -2.182 -0.269 -0.407
53 C -2.157 0.112 -1.828
54 C -2.677 -1.006 -2.709
55 C -4.094 -1.304 -2.272
56 N -4.206 -1.422 -0.796
57 C -5.440 -2.088 -0.295
58 H -6.023 -0.529 1.054
59 H -6.645 -2.123 1.475
60 H -4.419 -2.862 2.211
61 H -4.717 -1.294 2.956
62 H -2.696 -0.769 1.918
63 H -1.096 0.344 -2.092
64 H -2.730 1.028 -1.980
65 H -2.047 -1.893 -2.617
66 H -2.679 -0.703 -3.754
67 H -4.437 -2.247 -2.694
68 H -4.783 -0.527 -2.606
69 H -5.278 -3.167 -0.314
70 H -6.239 -1.860 -0.998
71 C -1.083 4.955 0.370
72 C -0.795 4.757 -1.094
73 O -0.611 3.357 -1.419
74 C -0.610 3.187 -2.850
75 C 0.460 3.988 -3.569
76 H -1.097 6.023 0.587
77 H -0.313 4.500 0.999
78 H -2.064 4.558 0.628
79 H 0.100 5.311 -1.377
80 H -1.616 5.155 -1.696
81 H -1.597 3.452 -3.238
82 H -0.463 2.119 -3.024
83 H 0.177 5.032 -3.687
84 H 0.607 3.581 -4.571
85 H 1.414 3.949 -3.039

Summary:
DFT total energy in eV: -270051.8548
Net charge: +4
HOMO-LUMO gap (spin up / spin down) in Ha: 0.239 / 0.239
Multiplicity: 2

Löwdin atomic charge list, values in e, 5 entries: Mn 0.166; C -0.228; As 1.151; C -0.223; C -0.299



[4]
DFT (wB97M-V/def2-TZVPD) results for a single C3H4N4O molecule.

CARTESIAN COORDINATES (ANGSTROEM)
1 H 0.840 2.545 0.531
2 N 1.546 1.878 0.217
3 C 1.083 0.699 -0.156
4 N 1.695 -0.457 -0.207
5 C 1.020 -1.563 0.064
6 N -0.234 -1.349 0.249
7 C -0.423 0.037 -0.026
8 N -1.591 0.695 -0.222
9 O -2.725 -0.054 0.097
10 H 2.766 -0.556 -0.437
11 H 1.453 -2.640 0.030
12 H -3.257 0.668 -0.441

Summary:
DFT total energy in eV: -11179.7697
Net charge: 0
HOMO-LUMO gap in Ha: 0.310
SMILES string: [H]/N=C1/NC=N/C1=N\O

natural (NBO) atomic charge list, values in e, 5 entries: H 0.371; N -0.660; C 0.399; N -0.609; C 0.287



[5]
DFT (wB97M-V/def2-TZVPD) results for 2 unconnected molecules or ions with the total composition C9H11O3.

CARTESIAN COORDINATES (ANGSTROEM)
1 C 2.112 1.878 1.462
2 C 3.375 1.074 1.823
3 O 3.703 0.387 0.790
4 O 4.025 1.262 2.806
5 H 1.537 2.056 2.320
6 H 1.417 1.110 0.992
7 H 2.374 2.598 0.596
8 C -3.512 -0.607 -1.593
9 C 0.278 -0.765 -1.252
10 C -0.961 -0.634 -1.915
11 C 0.480 -0.860 0.188
12 C -2.072 -0.711 -1.065
13 C -0.636 -0.764 0.950
14 C -1.869 -0.649 0.334
15 O 1.634 -1.143 0.621
16 H 1.257 -0.806 -1.882
17 H -1.100 -0.384 -3.023
18 H 2.838 -0.307 0.441
19 H -0.647 -0.637 2.026
20 H -4.254 -0.686 -0.870
21 H -3.688 -1.247 -2.418
22 H -2.861 -0.548 0.837
23 H -3.431 0.380 -2.166

Summary:
DFT total energy in eV: -15654.2298
Net charge: -1
HOMO-LUMO gap in Ha: 0.265

natural (NBO) atomic charge list, values in e, 5 entries: C -0.770; C 0.815; O -0.771; O -0.641; H 0.212



[6]
DFT (wB97M-V/def2-TZVPD) results for 8 unconnected molecules or ions with the total composition C29H75BrFNO9P2.

CARTESIAN COORDINATES (ANGSTROEM)
1 C 0.184 2.198 -4.564
2 C 1.007 1.201 -3.750
3 C 1.925 1.897 -2.732
4 C 2.173 1.150 -1.419
5 P 1.011 1.332 0.176
6 C -0.382 2.182 -0.934
7 N -1.697 2.611 -0.377
8 C 2.505 0.481 1.127
9 C 2.395 -0.498 2.301
10 C 3.840 -0.963 2.623
11 Br 3.884 -2.874 3.185
12 C 0.154 -0.413 -0.202
13 C -1.338 -0.662 -0.059
14 C -2.099 -0.969 -1.344
15 F -1.502 -1.919 0.676
16 C 1.785 3.150 0.474
17 O 3.026 3.308 0.277
18 O 0.956 4.024 0.801
19 P -0.185 1.728 2.231
20 C -0.737 0.095 2.987
21 C 1.157 2.356 3.377
22 C 1.129 1.839 4.811
23 H -0.377 1.701 -5.359
24 H -0.530 2.708 -3.922
25 H 0.829 2.942 -5.033
26 H 1.608 0.622 -4.450
27 H 0.299 0.551 -3.242
28 H 2.895 1.956 -3.246
29 H 1.658 2.941 -2.600
30 H 3.164 1.441 -1.090
31 H 2.305 0.092 -1.684
32 H -0.632 1.575 -1.807
33 H 0.092 3.074 -1.331
34 H -2.387 2.332 -1.056
35 H -1.723 3.618 -0.313
36 H 3.175 1.276 1.414
37 H 3.064 -0.094 0.384
38 H 1.805 -1.383 2.077
39 H 2.001 -0.105 3.232
40 H 4.424 -0.901 1.721
41 H 4.271 -0.408 3.440
42 H 0.341 -0.551 -1.268
43 H 0.672 -1.261 0.248
44 H -1.884 0.059 0.542
45 H -2.971 -1.561 -1.073
46 H -2.385 -0.089 -1.897
47 H -1.458 -1.626 -1.930
48 H -1.818 0.055 2.854
49 H -0.566 0.031 4.059
50 H -0.342 -0.811 2.529
51 H 2.158 2.233 2.962
52 H 0.981 3.426 3.403
53 H 1.997 2.223 5.355
54 H 0.252 2.212 5.338
55 H 1.172 0.758 4.891
56 C -2.180 -5.483 -3.479
57 C -2.234 -4.444 -4.585
58 O -1.587 -3.237 -4.217
59 H -2.632 -5.088 -2.570
60 H -2.705 -6.396 -3.768
61 H -1.145 -5.742 -3.245
62 H -3.268 -4.175 -4.804
63 H -1.787 -4.845 -5.504
64 H -0.666 -3.426 -4.016
65 C -6.177 -1.206 -4.095
66 C -5.356 0.067 -4.213
67 O -4.051 -0.088 -3.677
68 H -6.245 -1.512 -3.051
69 H -7.186 -1.066 -4.489
70 H -5.700 -2.018 -4.650
71 H -5.837 0.866 -3.647
72 H -5.299 0.384 -5.262
73 H -3.600 -0.794 -4.153
74 C 8.094 1.010 0.801
75 C 7.236 -0.018 0.082
76 O 5.853 0.257 0.212
77 H 7.828 1.046 1.859
78 H 9.157 0.772 0.714
79 H 7.930 2.007 0.384
80 H 7.386 -1.008 0.512
81 H 7.511 -0.061 -0.980
82 H 5.668 1.125 -0.169
83 C 0.138 -5.280 1.279
84 C -0.822 -5.427 2.447
85 O -0.886 -4.269 3.265
86 H 1.135 -5.016 1.626
87 H 0.198 -6.210 0.705
88 H -0.191 -4.479 0.615
89 H -0.504 -6.225 3.120
90 H -1.819 -5.683 2.059
91 H -1.129 -3.507 2.719
92 C 5.347 4.234 2.517
93 C 5.400 3.075 3.498
94 O 4.800 1.905 2.965
95 H 4.316 4.431 2.221
96 H 5.786 5.139 2.951
97 H 5.895 3.987 1.604
98 H 4.836 3.313 4.401
99 H 6.443 2.869 3.793
100 H 5.267 1.661 2.158
101 C -5.634 4.718 -2.702
102 C -4.141 4.432 -2.751
103 O -3.837 3.098 -2.390
104 H -6.021 4.516 -1.703
105 H -5.846 5.759 -2.958
106 H -6.174 4.076 -3.405
107 H -3.608 5.059 -2.039
108 H -3.750 4.647 -3.754
109 H -4.266 2.502 -3.007
110 C -5.303 -3.931 4.031
111 C -4.398 -2.760 4.387
112 O -3.132 -3.180 4.857
113 H -5.440 -4.580 4.898
114 H -6.282 -3.587 3.690
115 H -4.854 -4.531 3.235
116 H -4.841 -2.170 5.189
117 H -4.274 -2.106 3.517
118 H -2.698 -3.691 4.160

Summary:
DFT total energy in eV: -142539.7293
Net charge: -2
HOMO-LUMO gap in Ha: 0.110

Löwdin atomic charge list, values in e, 5 entries: C -0.131; C -0.282; C -0.272; C -0.290; P 0.680



[7]
DFT (wB97M-V/def2-TZVPD) results for 6 unconnected molecules or ions with the total composition C25H37FN3O16.

CARTESIAN COORDINATES (ANGSTROEM)
1 C -2.363 0.442 2.214
2 C -1.235 0.384 1.819
3 C 0.137 0.274 1.305
4 C 0.045 0.657 -0.201
5 C 1.325 1.079 -0.912
6 O 0.942 1.591 -2.186
7 C 0.590 -1.178 1.601
8 C 2.110 -1.394 1.777
9 C 2.712 -2.486 0.886
10 C 2.204 -2.558 -0.547
11 F 1.457 -3.731 -0.704
12 N 2.898 -0.142 1.643
13 C 2.260 0.933 2.254
14 N 2.947 1.632 3.108
15 N 0.967 1.258 2.055
16 H -3.429 0.426 2.309
17 H -0.613 1.527 -0.241
18 H -0.470 -0.139 -0.734
19 H 1.828 1.882 -0.366
20 H 2.012 0.246 -1.070
21 H 1.504 1.201 -2.860
22 H 0.108 -1.469 2.532
23 H 0.150 -1.809 0.833
24 H 2.269 -1.722 2.802
25 H 2.583 -3.446 1.380
26 H 3.790 -2.313 0.857
27 H 1.518 -1.752 -0.801
28 H 3.013 -2.620 -1.270
29 H 3.152 0.053 0.679
30 H 3.958 1.580 3.103
31 H 2.526 2.222 3.812
32 H 0.874 2.185 1.650
33 C 7.231 0.957 0.227
34 C 6.885 0.908 1.702
35 O 5.879 1.937 1.808
36 C 5.323 2.105 0.585
37 O 4.343 2.758 0.381
38 O 6.001 1.433 -0.350
39 H 7.493 -0.009 -0.191
40 H 8.019 1.675 0.001
41 H 6.441 -0.044 2.000
42 H 7.723 1.135 2.354
43 C -7.998 1.289 1.335
44 C -6.708 1.273 0.541
45 O -5.845 0.494 1.389
46 C -6.622 -0.292 2.177
47 O -6.197 -1.164 2.864
48 O -7.916 0.058 2.069
49 H -8.884 1.298 0.708
50 H -8.045 2.114 2.048
51 H -6.835 0.769 -0.414
52 H -6.288 2.263 0.382
53 C -1.303 -5.740 1.745
54 C 0.137 -5.688 1.269
55 O 0.833 -6.324 2.343
56 C -0.041 -7.130 3.006
57 O 0.265 -7.911 3.840
58 O -1.306 -6.903 2.573
59 H -2.024 -5.847 0.940
60 H -1.574 -4.875 2.356
61 H 0.294 -6.262 0.353
62 H 0.512 -4.683 1.125
63 C -6.395 -0.864 -3.614
64 C -6.945 -0.013 -4.744
65 O -8.149 0.510 -4.172
66 C -8.029 0.491 -2.831
67 O -8.775 1.010 -2.066
68 O -6.921 -0.201 -2.458
69 H -5.310 -0.886 -3.575
70 H -6.778 -1.885 -3.635
71 H -6.289 0.821 -4.998
72 H -7.171 -0.578 -5.644
73 C 2.912 4.898 -3.174
74 C 3.838 5.046 -1.984
75 O 5.101 4.665 -2.531
76 C 5.061 4.855 -3.876
77 O 5.998 4.780 -4.595
78 O 3.794 5.132 -4.274
79 H 2.095 5.615 -3.182
80 H 2.503 3.889 -3.260
81 H 3.900 6.078 -1.633
82 H 3.581 4.397 -1.153

Summary:
DFT total energy in eV: -66464.7559
Net charge: +1
HOMO-LUMO gap in Ha: 0.326

Löwdin atomic charge list, values in e, 5 entries: C 0.193; C -0.081; C -0.408; C -0.087; C -0.250



[8]
DFT (wB97M-V/def2-TZVPD) results for a single C23H27N3O3S molecule.

CARTESIAN COORDINATES (ANGSTROEM)
1 C -6.261 -0.367 -1.650
2 C -6.027 -1.173 -0.380
3 C -4.584 -1.393 -0.008
4 C -4.309 -2.106 1.168
5 C -3.020 -2.349 1.581
6 C -1.948 -1.877 0.821
7 N -0.652 -2.102 1.190
8 C 0.457 -1.647 0.530
9 O 1.573 -1.946 0.942
10 C 0.193 -0.855 -0.662
11 C 1.374 -0.221 -1.343
12 N 1.798 0.994 -0.671
13 C 0.933 2.148 -0.773
14 C 0.263 2.492 0.568
15 C -0.659 3.721 0.451
16 C -2.061 3.114 0.513
17 C -1.812 1.894 1.394
18 O -0.549 1.402 1.003
19 C 2.959 1.099 0.030
20 S 3.625 2.596 0.325
21 N 3.552 -0.039 0.428
22 C 4.844 -0.073 1.072
23 C 5.805 -0.898 0.279
24 C 6.205 -0.809 -1.022
25 C 7.115 -1.874 -1.230
26 C 7.198 -2.529 -0.042
27 O 6.406 -1.948 0.876
28 C -1.077 -0.659 -1.083
29 C -2.199 -1.159 -0.361
30 C -3.524 -0.931 -0.758
31 H -7.330 -0.260 -1.823
32 H -5.831 0.628 -1.563
33 H -5.827 -0.867 -2.513
34 H -6.521 -0.671 0.458
35 H -6.503 -2.153 -0.486
36 H -5.134 -2.471 1.762
37 H -2.829 -2.900 2.490
38 H -0.474 -2.628 2.039
39 H 2.215 -0.917 -1.375
40 H 1.104 0.042 -2.373
41 H 1.529 3.012 -1.084
42 H 0.167 1.941 -1.520
43 H 1.055 2.660 1.308
44 H -0.499 4.392 1.293
45 H -0.479 4.271 -0.469
46 H -2.387 2.795 -0.478
47 H -2.802 3.790 0.933
48 H -1.792 2.185 2.455
49 H -2.540 1.091 1.259
50 H 2.974 -0.874 0.529
51 H 5.198 0.962 1.149
52 H 4.757 -0.500 2.076
53 H 5.894 -0.072 -1.734
54 H 7.633 -2.112 -2.137
55 H 7.764 -3.384 0.269
56 H -1.270 -0.090 -1.983
57 H -3.691 -0.376 -1.667

Summary:
DFT total energy in eV: -45738.0304
Net charge: 0
HOMO-LUMO gap in Ha: 0.280
SMILES string: CCc1ccc2[nH]c(=O)c(CN(C[C@H]3CCCO3)C(=S)NCc3ccco3)cc2c1

natural (NBO) atomic charge list, values in e, 5 entries: C -0.607; C -0.417; C -0.030; C -0.166; C -0.260



Which formula does entry 6 have? C29H75BrFNO9P2